Entry 1:
The following is a quantum chemistry calculation of a structure of composition C11H30GaO3 in a non-equilibrium geometry, from OMol25.

Cartesian coordinates (Å):
C (-2.3059, -0.0805, 2.1806)
C (-0.9234, -0.0775, 1.3952)
Ga (-0.7472, 1.6102, 0.2271)
C (0.8012, 2.8771, 0.7525)
C (1.4209, 2.5112, 2.1232)
C (2.8463, 3.0502, 2.3561)
O (3.7899, 2.1681, 1.7304)
H (-2.1340, -0.4820, 3.1834)
H (-3.0003, -0.6889, 1.5933)
H (-2.6716, 0.9489, 2.1851)
H (-0.1466, -0.2042, 2.1627)
H (-0.8809, -0.9443, 0.7325)
H (-2.1608, 2.4042, 0.3066)
H (-0.4573, 1.1426, -1.2959)
H (0.3858, 3.9009, 0.7628)
H (1.5630, 2.8900, -0.0449)
H (1.5050, 1.4211, 2.1543)
H (0.7630, 2.8718, 2.9225)
H (2.9819, 4.0937, 2.0553)
H (3.0539, 2.9885, 3.4390)
H (4.2975, 2.6887, 1.1224)
C (2.5845, 2.5113, -3.5934)
C (1.8136, 1.2266, -3.8544)
C (2.1280, 0.6610, -5.2331)
O (0.4208, 1.4706, -3.7354)
H (2.3104, 3.2808, -4.3223)
H (2.3427, 2.9034, -2.6048)
H (3.6636, 2.3465, -3.6514)
H (2.0645, 0.4896, -3.0904)
H (1.8397, 1.3693, -6.0160)
H (1.5633, -0.2566, -5.4068)
H (3.1933, 0.4410, -5.3395)
H (0.1717, 2.1211, -4.3979)
C (-2.0146, -5.5870, 1.8110)
C (-2.4734, -4.1494, 2.0138)
C (-3.8425, -3.9140, 1.3939)
O (-1.5257, -3.2536, 1.4473)
H (-1.9252, -5.8161, 0.7451)
H (-1.0299, -5.7399, 2.2556)
H (-2.7149, -6.2955, 2.2605)
H (-2.5126, -3.9256, 3.0813)
H (-3.8120, -4.0886, 0.3144)
H (-4.1545, -2.8801, 1.5429)
H (-4.5959, -4.5740, 1.8315)
H (-1.4753, -3.4303, 0.5039)

As for the net charge: -1. The calculation puts the max |F| at 1.800 eV/A. As for the HOMO energy: -3.91 eV. As for the spin multiplicity: 1.

Here are the natural (NBO) charges for atoms 1 to 6, given in e: number 1, C, carries -0.6221; number 2, C, carries -0.8618; number 3, Ga, carries 0.8431; number 4, C, carries -0.8764; number 5, C, carries -0.4264; number 6, C, carries -0.0597

---

Entry 2:
The following is a quantum chemistry calculation of a structure of composition C22H18CoF9O2 in a non-equilibrium geometry, from OMol25.

Cartesian coordinates (Å):
C (0.8781, -2.3288, 1.6739)
C (-0.5679, -2.3454, 1.5823)
C (-0.9091, -2.6044, 0.2164)
H (-1.2634, -2.1879, 2.4031)
C (0.3003, -2.8398, -0.4977)
C (1.3839, -2.7097, 0.3956)
H (2.4359, -2.9535, 0.1834)
H (1.4637, -2.0963, 2.5595)
H (-1.9238, -2.7110, -0.1726)
H (0.3652, -3.2248, -1.5243)
C (-1.2893, 2.8909, -0.2106)
C (-1.3351, 2.4018, 1.0560)
C (0.0397, 1.8965, 1.4818)
H (-2.2084, 2.2480, 1.7024)
C (0.8725, 2.2842, 0.2727)
C (0.0724, 2.8129, -0.7037)
H (0.3940, 3.1535, -1.6977)
H (-2.1293, 3.2968, -0.8057)
H (0.3498, 2.4847, 2.3745)
H (1.9428, 2.0623, 0.2338)
Co (0.2026, -0.8695, 0.5396)
O (0.0051, -0.1522, -2.0163)
C (-1.2854, -0.4560, -2.4356)
C (-0.1339, -0.8472, -3.3187)
H (-1.7877, -1.2158, -1.9165)
H (-1.8574, 0.3778, -2.7865)
H (0.3165, -1.8353, -3.2234)
H (1.0667, -1.8956, -5.5001)
C (0.7819, -0.8535, -5.6327)
C (0.1188, -0.1824, -4.5699)
C (-0.2086, 1.1782, -4.7500)
H (-0.6750, 1.7277, -3.9436)
C (0.0318, 1.8231, -5.9785)
H (-0.2583, 2.8778, -6.1179)
C (0.6396, 1.1284, -7.0364)
H (0.8198, 1.6230, -8.0006)
C (1.0304, -0.2148, -6.8572)
H (1.5204, -0.7629, -7.6792)
F (-0.2182, 2.1898, 5.1680)
C (-0.8879, 1.0022, 5.1842)
F (-1.6776, 0.9789, 6.3018)
F (-1.7263, 0.9818, 4.0987)
C (0.0751, -0.1282, 5.1988)
O (0.0640, 0.5244, 1.7096)
C (1.5309, 0.1391, 5.2483)
F (1.8980, 0.6943, 6.4537)
F (2.2423, -1.0116, 5.0979)
F (1.9175, 1.0008, 4.2664)
C (-0.4612, -1.4933, 5.4383)
F (-0.3267, -1.8871, 6.7442)
F (-1.7902, -1.5205, 5.1202)
F (0.1610, -2.4512, 4.6703)

As for the net charge: -1. The calculation puts the max |F| at 3.879 eV/A. As for the HOMO energy (spin up / spin down): -3.51 / -3.51 eV. Its expectation value of S² is 3.764. As for the spin multiplicity: 4.

Here are the natural (NBO) charges for atoms 1 to 6, given in e: number 1, C, carries -0.3863; number 2, C, carries -0.3489; number 3, C, carries -0.4117; number 4, H, carries 0.2687; number 5, C, carries -0.3625; number 6, C, carries -0.3434

---

Entry 3:
The following is a quantum chemistry calculation of a cluster of 2 separate species, C16H22ClF4NOPS in total in a non-equilibrium geometry, from OMol25.

Cartesian coordinates (Å):
C (-4.1966, -2.8281, -1.6199)
C (-3.5881, -1.2890, -1.5604)
C (-4.3888, 0.0302, -2.2057)
C (-3.6946, 1.5305, -2.0663)
C (-2.2354, 1.6897, -1.3043)
C (-1.3969, 0.3950, -0.6610)
C (0.0595, 0.7142, 0.0207)
C (0.2987, 0.0458, 1.4984)
Cl (0.2864, -1.7952, 1.7103)
C (-0.4626, 0.6521, 2.8177)
N (0.4649, 0.9411, 3.8025)
P (0.2870, 1.5683, 5.4620)
S (0.3437, 0.2006, 6.8603)
C (1.9164, 0.6858, 3.4295)
C (1.8604, 0.4345, 1.8102)
C (3.0803, -0.4829, 1.2124)
F (2.8292, -1.0676, -0.1263)
F (3.5222, -1.5805, 2.1467)
C (4.3899, 0.5357, 1.0226)
F (4.2160, 1.2957, -0.2670)
F (5.5730, -0.3645, 0.7852)
C (-2.1065, -1.0746, -0.8167)
H (-5.2305, -2.8788, -2.2114)
H (-3.4210, -3.6169, -2.0110)
H (-4.4506, -3.1376, -0.4986)
H (-5.4239, -0.1183, -2.7665)
H (-4.2645, 2.4728, -2.5101)
H (-1.7733, 2.7849, -1.2528)
H (0.8793, 0.4591, -0.7779)
H (0.1044, 1.8970, 0.1688)
H (-1.5892, 0.8401, 3.0717)
H (-0.9057, 2.3802, 5.6670)
H (1.4148, 2.4670, 5.7448)
H (2.5111, 1.6799, 3.6762)
H (2.4347, -0.1406, 4.1169)
H (1.9977, 1.5219, 1.3377)
H (4.5329, 1.2574, 1.9356)
H (-1.5788, -2.0397, -0.4171)
C (1.7547, -0.7292, -3.8313)
C (0.2625, -0.9135, -3.6485)
O (-0.4353, 0.1833, -4.2198)
H (2.0878, 0.2018, -3.3609)
H (2.3076, -1.5644, -3.3921)
H (2.0090, -0.6578, -4.8938)
H (0.0101, -0.9624, -2.5851)
H (-0.0805, -1.8358, -4.1272)
H (-0.2111, 0.2127, -5.1658)

As for the net charge: +1. The calculation puts the max |F| at 4.880 eV/A. As for the energy above the lowest of the compared OMol25 structures with the same formula, charge and spin: 162.6 kcal per mole. As for the HOMO energy: -10.71 eV. As for the spin multiplicity: 1.

Here are the natural (NBO) charges for atoms 1 to 6, given in e: number 1, C, carries -0.6734; number 2, C, carries 0.0195; number 3, C, carries -0.2174; number 4, C, carries -0.2021; number 5, C, carries -0.2312; number 6, C, carries -0.0766

---

Entry 4:
The following is a quantum chemistry calculation of a structure of composition C5H8O3 in a non-equilibrium geometry, from OMol25.

Cartesian coordinates (Å):
C (-1.1480, -1.7398, -0.4105)
C (0.1227, -0.9336, -0.3211)
C (-0.2261, 0.9765, -1.3499)
O (1.2181, -1.4075, -0.3837)
O (0.8408, 1.0803, -1.8976)
H (-1.2945, 0.7496, -1.4855)
H (-1.0480, -2.6522, 0.1773)
H (-2.0091, -1.1577, -0.0909)
H (-1.2764, -2.0359, -1.4538)
C (1.3341, 0.9852, 1.2613)
C (-0.0505, 0.6563, 0.8067)
O (-1.0890, 0.5855, 1.3970)
H (-0.3602, 1.7512, -0.4145)
H (1.6716, 0.1977, 1.9350)
H (1.3109, 1.9179, 1.8253)
H (2.0035, 1.0264, 0.4049)

The calculation puts the max |F| at 4.319 eV/A. As for the energy above the lowest of the compared OMol25 structures with the same formula, charge and spin: 103.5 kcal per mole. As for the HOMO energy: -8.56 eV. As for the spin multiplicity: 1.

Here are the natural (NBO) charges for atoms 1 to 6, given in e: number 1, C, carries -0.7528; number 2, C, carries 0.5288; number 3, C, carries 0.2245; number 4, O, carries -0.5160; number 5, O, carries -0.5291; number 6, H, carries 0.1862

---

Entry 5:
The following is a quantum chemistry calculation of the ion C10H11BrPS with charge +1 in a non-equilibrium geometry, from OMol25.

Cartesian coordinates (Å):
C (0.0879, 3.1110, 1.8912)
C (-0.6246, 2.1699, 1.2234)
C (1.0559, 2.5584, 2.7411)
C (-0.0728, 0.9237, 1.3270)
C (-0.0764, -2.6747, -0.8950)
C (-1.2034, -2.0802, -1.3029)
C (1.1579, -0.7492, -1.3303)
C (-0.1385, -0.0713, -1.8569)
C (0.8144, -1.6696, -0.1148)
C (-1.3154, -0.6009, -0.9380)
P (-0.4711, -0.5998, 0.6341)
S (1.4004, 0.9391, 2.3311)
Br (-1.5298, -1.8680, 2.0857)
H (-0.2561, 4.1180, 1.8137)
H (-1.4597, 2.1373, 0.6103)
H (1.7234, 3.0615, 3.4771)
H (0.4644, -3.5619, -1.0898)
H (-1.9648, -2.3527, -1.9639)
H (1.7838, -1.2671, -2.0801)
H (1.8028, 0.1921, -1.1188)
H (-0.2374, 1.0661, -1.8325)
H (-0.2637, -0.4501, -2.7687)
H (1.6810, -2.1667, 0.3501)
H (-2.3581, -0.1650, -1.1931)

As for the net charge: +1. The calculation puts the max |F| at 4.261 eV/A. As for the energy above the lowest of the compared OMol25 structures with the same formula, charge and spin: 11.3 kcal per mole. As for the HOMO energy: -13.07 eV. As for the spin multiplicity: 1.

Here are the natural (NBO) charges for atoms 1 to 6, given in e: number 1, C, carries -0.2526; number 2, C, carries -0.1487; number 3, C, carries -0.3333; number 4, C, carries -0.7061; number 5, C, carries -0.1787; number 6, C, carries -0.1696

---

Entry 6:
The following is a quantum chemistry calculation of a cluster of 2 separate species, C3H9O3PS in total in a non-equilibrium geometry, from OMol25.

Cartesian coordinates (Å):
C (-2.8838, -0.1604, -0.8392)
C (0.1308, 0.3726, 1.7388)
C (0.9008, 1.2142, -1.0301)
O (2.6971, -0.6067, 0.3464)
O (1.6152, -2.0862, -1.2775)
O (1.1816, -2.3835, 1.1202)
P (0.0688, 0.0223, -0.0052)
S (1.6197, -1.5437, 0.0568)
H (-3.0438, -0.9646, -0.0836)
H (-2.6785, -0.3743, -1.8672)
H (-3.2247, 0.9077, -0.5938)
H (-0.7862, -0.2016, 2.0261)
H (0.1184, 1.4509, 2.0801)
H (0.9445, -0.2472, 2.0329)
H (0.3107, 2.1110, -1.0661)
H (1.1555, 0.8855, -2.0413)
H (1.8739, 1.6040, -0.5972)

The calculation puts the max |F| at 2.366 eV/A. As for the energy above the lowest of the compared OMol25 structures with the same formula, charge and spin: 143.0 kcal per mole. As for the HOMO energy (spin up / spin down): -9.67 / -9.59 eV. As for the spin multiplicity: 1.

Here are the natural (NBO) charges for atoms 1 to 6, given in e: number 1, C, carries -0.4732; number 2, C, carries -1.0030; number 3, C, carries -1.0277; number 4, O, carries -0.9392; number 5, O, carries -0.9489; number 6, O, carries -0.9526